[1]
122
Properties=species:S:1:pos:R:3:mulliken_charge:R:1 method="wB97M-V/def2-TZVPD" charge=+1 orbital_gap_ev=6.43 e_above_lowest_kcal_mol=0.0 energy_ha=-3023.92536
O -0.35 -0.01 1.66 -0.34
C -0.25 0.93 0.98 0.39
F 0.63 0.92 -0.03 -0.20
N -1.12 2.08 1.22 0.41
P -0.27 3.59 1.21 0.29
O 1.28 3.44 0.91 -0.21
C -2.31 2.07 0.38 0.33
O -3.37 2.11 0.87 -0.37
F -2.20 2.01 -0.95 -0.20
H -0.87 4.45 0.26 0.25
H -0.46 4.16 2.48 0.24
H 1.44 3.27 -0.04 0.35
C 1.31 -2.74 -0.34 -0.27
C 2.50 -3.31 0.38 0.71
O 3.57 -3.44 -0.17 -0.59
C 2.31 -3.70 1.83 -1.23
H 1.59 -2.50 -1.36 0.31
H 0.50 -3.47 -0.36 0.36
H 0.97 -1.83 0.16 -0.31
H 1.55 -4.48 1.92 0.44
H 2.01 -2.83 2.41 0.21
H 3.25 -4.08 2.22 0.32
C 5.13 3.90 1.88 -1.01
C 4.94 3.96 0.38 0.92
O 3.88 4.28 -0.11 -0.55
C 6.12 3.60 -0.48 -1.26
H 4.20 4.18 2.37 0.13
H 5.40 2.89 2.18 0.40
H 5.92 4.60 2.18 0.40
H 6.43 2.57 -0.28 0.34
H 6.95 4.28 -0.28 0.36
H 5.85 3.68 -1.53 0.33
C -2.35 -3.02 1.84 -0.19
C -3.69 -3.20 2.49 0.62
O -3.96 -4.16 3.18 -0.58
C -4.69 -2.10 2.23 -0.88
H -1.70 -3.86 2.08 0.27
H -2.49 -2.98 0.75 0.05
H -1.88 -2.10 2.20 0.14
H -4.89 -2.02 1.16 0.10
H -4.31 -1.15 2.61 0.31
H -5.62 -2.32 2.75 0.33
C 3.86 -0.21 5.20 -1.17
C 4.25 0.32 3.84 0.63
O 4.94 1.30 3.72 -0.55
C 3.75 -0.44 2.63 -0.54
H 4.29 0.43 5.97 0.33
H 2.77 -0.20 5.30 0.31
H 4.24 -1.22 5.33 0.34
H 2.65 -0.44 2.62 0.02
H 4.12 -1.46 2.65 0.33
H 4.10 0.05 1.73 0.26
C -3.62 -2.59 -3.20 -1.02
C -2.29 -2.64 -2.50 0.80
O -2.21 -2.82 -1.30 -0.64
C -1.06 -2.47 -3.35 -0.09
H -4.41 -2.73 -2.47 0.16
H -3.75 -1.62 -3.68 0.36
H -3.68 -3.39 -3.94 0.27
H -1.07 -1.50 -3.84 0.36
H -1.01 -3.26 -4.10 0.09
H -0.18 -2.54 -2.72 -0.33
C -2.03 -7.08 -5.28 -1.11
C -0.98 -6.01 -5.39 0.95
O -1.29 -4.84 -5.49 -0.64
C 0.46 -6.44 -5.38 -1.15
H -3.02 -6.63 -5.31 0.23
H -1.94 -7.78 -6.12 0.36
H -1.91 -7.62 -4.34 0.32
H 0.66 -7.10 -6.22 0.35
H 0.69 -6.95 -4.44 0.35
H 1.10 -5.57 -5.46 0.31
C 3.01 7.21 1.32 -0.88
C 1.86 7.03 2.28 0.74
O 0.78 6.60 1.91 -0.63
C 2.10 7.41 3.72 -1.06
H 2.70 6.90 0.33 0.25
H 3.30 8.26 1.29 0.43
H 3.85 6.60 1.63 0.08
H 2.36 8.47 3.79 0.35
H 2.91 6.80 4.13 0.34
H 1.19 7.24 4.29 0.35
C 2.91 8.80 7.66 -0.95
C 2.45 10.07 6.99 0.83
O 2.01 10.06 5.86 -0.52
C 2.56 11.34 7.78 -1.12
H 2.78 7.96 6.98 0.16
H 3.97 8.87 7.92 0.33
H 2.32 8.62 8.56 0.33
H 3.60 11.53 8.04 0.32
H 1.96 11.27 8.68 0.33
H 2.20 12.17 7.17 0.30
C -7.65 -4.46 -4.32 -1.18
C -6.45 -5.02 -3.60 0.90
O -5.39 -5.15 -4.16 -0.52
C -6.64 -5.41 -2.16 -1.09
H -7.38 -4.21 -5.35 0.31
H -8.46 -5.19 -4.33 0.37
H -7.99 -3.55 -3.82 0.30
H -7.40 -6.19 -2.08 0.41
H -6.93 -4.55 -1.57 0.27
H -5.70 -5.80 -1.77 0.27
C -5.57 0.62 -1.07 -0.54
C -6.95 0.50 -0.45 0.80
O -7.25 -0.45 0.24 -0.53
C -7.93 1.61 -0.73 -1.21
H -4.97 -0.25 -0.78 -0.03
H -5.65 0.64 -2.16 0.41
H -5.08 1.52 -0.71 0.14
H -8.11 1.68 -1.81 0.34
H -7.54 2.56 -0.36 0.31
H -8.87 1.39 -0.23 0.32
C 5.36 -4.80 -6.88 -1.16
C 4.33 -5.00 -5.80 0.78
O 3.24 -5.45 -6.05 -0.48
C 4.72 -4.62 -4.39 -1.01
H 4.95 -5.12 -7.84 0.30
H 5.63 -3.75 -6.95 0.33
H 6.25 -5.40 -6.66 0.34
H 4.97 -3.56 -4.35 0.32
H 5.58 -5.21 -4.07 0.33
H 3.89 -4.81 -3.72 0.23

=====

[2]
131
Properties=species:S:1:pos:R:3:mulliken_charge:R:1 method="wB97M-V/def2-TZVPD" charge=+1 orbital_gap_ev=5.22 energy_ha=-3781.07128
C 0.04 -2.65 -0.33 -0.75
C -0.91 -1.62 -1.24 -0.21
O -1.13 -0.43 -0.41 -0.23
C -1.94 0.59 -1.10 -0.01
C -3.53 0.19 -1.24 -0.40
O -4.46 1.11 -0.58 -0.28
C -4.93 0.61 0.72 0.01
C -3.74 0.41 1.84 -0.15
C -4.32 -0.22 3.27 0.47
C -3.88 0.66 4.60 -0.83
O -3.67 -1.56 3.47 -0.60
O -5.70 -0.68 0.63 -0.37
C -6.75 -0.52 -0.38 -0.53
C -7.79 0.73 -0.13 -0.17
N -7.08 2.06 0.21 -0.03
C -8.06 3.10 0.77 -0.02
C -9.47 3.20 -0.05 -0.71
C -10.70 2.32 0.59 -0.55
S -10.99 2.57 2.43 1.02
O -12.47 2.29 2.79 -0.55
O -10.52 4.00 2.88 -0.54
O -10.01 1.41 3.26 -0.45
C -6.06 1.71 1.28 -0.43
C -5.38 3.02 2.02 -0.16
O -5.58 3.10 3.36 -0.51
C -4.46 4.17 1.29 0.60
F -3.03 3.73 1.07 0.08
F -5.02 4.35 -0.10 -0.36
C -4.53 5.65 1.99 0.44
F -5.88 5.97 2.59 -0.28
F -4.38 6.64 0.86 -0.29
C -3.31 5.98 3.04 0.85
F -2.13 6.51 2.29 -0.21
F -3.77 7.13 3.92 -0.28
C -2.91 4.77 4.06 0.22
O -1.82 4.02 3.78 -0.48
O -3.63 4.41 5.31 -0.45
H -0.22 -2.48 0.81 0.26
H -0.11 -3.78 -0.61 0.27
H 1.15 -2.29 -0.49 0.09
H -1.88 -2.23 -1.50 0.19
H -0.27 -1.41 -2.22 0.26
H -1.75 1.64 -0.61 -0.30
H -1.49 0.67 -2.20 0.38
H -3.63 -0.94 -0.94 0.38
H -3.78 0.23 -2.41 0.22
H -2.98 -0.41 1.43 0.63
H -3.10 1.37 2.04 -0.31
H -5.49 -0.38 3.22 0.21
H -3.50 1.75 4.32 -0.08
H -4.85 0.77 5.28 0.26
H -3.06 0.14 5.24 0.37
H -2.69 -1.31 3.56 0.39
H -7.41 -1.51 -0.33 0.38
H -6.33 -0.50 -1.50 0.28
H -8.47 0.80 -1.08 0.35
H -8.41 0.44 0.85 0.21
H -6.68 2.49 -0.65 0.75
H -7.51 4.15 0.61 0.10
H -8.17 2.98 1.94 0.38
H -9.29 2.91 -1.18 0.40
H -9.80 4.33 -0.05 0.39
H -11.67 2.60 -0.06 0.42
H -10.51 1.16 0.39 0.24
H -10.37 0.51 2.96 0.37
H -6.67 1.10 2.11 0.32
H -3.13 3.61 5.70 0.45
C 5.29 -4.93 -2.48 -0.41
O 4.83 -6.27 -2.38 -0.41
C 4.18 -6.53 -1.14 -0.51
C 2.66 -6.47 -1.27 -0.58
O 2.22 -5.14 -1.59 -0.20
C 1.95 -4.99 -2.98 -0.89
H 5.48 -4.71 -3.54 0.35
H 4.56 -4.21 -2.11 0.40
H 6.23 -4.82 -1.93 -0.12
H 4.54 -5.85 -0.36 0.29
H 4.46 -7.55 -0.84 0.41
H 2.21 -6.72 -0.30 0.35
H 2.29 -7.19 -2.01 0.35
H 0.97 -5.42 -3.22 0.30
H 2.71 -5.45 -3.61 0.44
H 1.93 -3.92 -3.21 0.23
C -0.15 4.00 0.91 -1.11
O 0.50 3.29 -0.14 -0.15
C 1.33 4.14 -0.94 -0.74
C 2.80 4.04 -0.53 -0.01
O 3.01 4.54 0.80 -0.42
C 3.08 3.49 1.76 -0.66
H -0.49 3.28 1.65 0.23
H 0.52 4.71 1.41 0.56
H -1.01 4.54 0.51 0.31
H 0.98 5.18 -0.90 0.34
H 1.23 3.80 -1.97 0.39
H 3.40 4.67 -1.20 0.42
H 3.17 3.01 -0.62 -0.09
H 4.07 3.03 1.73 0.32
H 2.32 2.73 1.60 0.22
H 2.93 3.93 2.75 0.27
C 10.88 -3.54 -2.97 -0.83
O 9.59 -4.13 -2.88 -0.24
C 9.66 -5.56 -2.74 -0.57
C 9.49 -5.98 -1.28 -0.36
O 10.58 -5.52 -0.47 -0.40
C 10.25 -4.34 0.25 -0.57
H 10.78 -2.47 -2.76 0.23
H 11.58 -3.96 -2.25 0.39
H 11.27 -3.66 -3.98 0.28
H 10.59 -5.94 -3.16 0.41
H 8.83 -5.97 -3.33 0.37
H 9.50 -7.08 -1.23 0.39
H 8.53 -5.64 -0.87 0.18
H 9.65 -4.60 1.13 0.32
H 9.71 -3.62 -0.36 0.14
H 11.19 -3.88 0.59 0.27
C 7.00 1.21 -3.16 -0.73
O 6.73 1.30 -1.76 -0.41
C 5.37 0.97 -1.45 -0.02
C 5.24 -0.48 -0.96 -0.54
O 5.58 -1.42 -1.98 -0.29
C 6.91 -1.91 -1.85 -1.08
H 8.08 1.16 -3.29 0.25
H 6.55 0.32 -3.61 0.28
H 6.62 2.10 -3.66 0.34
H 4.72 1.15 -2.32 0.24
H 5.05 1.64 -0.65 0.09
H 4.20 -0.66 -0.68 0.25
H 5.86 -0.64 -0.06 0.35
H 6.94 -2.68 -1.07 0.30
H 7.62 -1.12 -1.61 0.59
H 7.20 -2.36 -2.80 0.35

=====

[3]
125
Properties=species:S:1:pos:R:3:mulliken_charge:R:1 method="wB97M-V/def2-TZVPD" charge=0 orbital_gap_ev=9.12 e_above_lowest_kcal_mol=111.3 smiles="C[N+](=O)[O-].C[N+](=O)[O-].C[N+](=O)[O-].c1ccccc1.c1ccccc1.COCCOC.COCCOC.COCCOC.COCCOC.COCCOC" energy_ha=-2743.60262
C -4.78 -12.53 -0.73 -0.68
N -3.58 -13.47 -0.44 0.81
O -3.81 -14.66 -0.51 -0.50
O -2.46 -13.02 -0.20 -0.49
H -5.45 -12.52 0.13 0.29
H -5.32 -12.76 -1.65 0.27
H -4.38 -11.52 -0.74 0.31
C 2.84 -16.85 0.64 -0.61
N 4.18 -16.18 0.81 0.74
O 4.58 -16.32 1.99 -0.48
O 4.84 -15.75 -0.17 -0.48
H 2.16 -16.57 1.44 0.27
H 2.89 -17.94 0.76 0.27
H 2.46 -16.62 -0.36 0.29
C 3.49 -20.27 -9.21 -0.71
N 3.86 -20.29 -7.77 0.80
O 4.92 -20.87 -7.50 -0.48
O 3.12 -19.84 -6.89 -0.50
H 3.63 -19.27 -9.60 0.28
H 2.45 -20.54 -9.39 0.29
H 4.09 -20.93 -9.84 0.31
C 0.97 -10.77 -6.65 -0.53
O 1.90 -11.88 -6.70 -0.42
C 1.34 -13.03 -6.01 -0.64
C 0.01 -13.56 -6.66 -0.48
O -1.02 -12.75 -6.17 -0.28
C -2.20 -12.91 -6.99 -0.85
H 0.20 -10.92 -7.42 0.16
H 1.44 -9.87 -7.06 0.26
H 0.53 -10.75 -5.66 0.29
H 1.20 -12.67 -4.99 0.38
H 2.00 -13.89 -5.92 0.37
H -0.09 -14.59 -6.33 0.45
H 0.16 -13.53 -7.74 0.34
H -2.69 -13.85 -6.73 0.34
H -2.06 -12.94 -8.07 0.33
H -3.04 -12.23 -6.86 0.29
C 12.28 -25.11 0.34 -0.55
O 12.10 -25.03 -1.04 -0.36
C 10.91 -24.24 -1.35 -0.61
C 10.98 -22.75 -1.12 -0.45
O 10.77 -22.49 0.25 -0.31
C 10.97 -21.07 0.52 -0.81
H 11.36 -25.46 0.81 0.29
H 12.46 -24.11 0.73 0.20
H 13.14 -25.78 0.39 0.24
H 9.99 -24.70 -1.00 0.37
H 10.92 -24.25 -2.44 0.33
H 10.17 -22.24 -1.64 0.43
H 11.89 -22.31 -1.52 0.35
H 10.56 -20.39 -0.23 0.33
H 11.98 -20.86 0.87 0.30
H 10.34 -20.78 1.37 0.28
C 17.32 -11.25 -6.57 -0.72
O 16.43 -12.47 -6.43 -0.34
C 16.69 -13.13 -5.17 -0.50
C 15.47 -13.89 -4.79 -0.51
O 14.40 -13.07 -4.61 -0.29
C 13.25 -13.65 -4.06 -0.75
H 17.25 -10.85 -7.58 0.27
H 18.37 -11.45 -6.35 0.29
H 16.95 -10.42 -5.96 0.30
H 16.79 -12.35 -4.42 0.32
H 17.61 -13.72 -5.23 0.36
H 15.69 -14.50 -3.91 0.39
H 15.25 -14.59 -5.59 0.32
H 13.06 -14.62 -4.51 0.31
H 12.41 -12.96 -4.09 0.25
H 13.35 -13.74 -2.98 0.29
C 3.38 -9.25 1.50 -0.66
O 3.53 -8.30 2.52 -0.34
C 3.70 -8.69 3.91 -0.48
C 2.39 -8.37 4.68 -0.44
O 1.34 -9.38 4.40 -0.33
C 1.51 -10.66 4.92 -0.68
H 4.28 -9.86 1.48 0.31
H 3.34 -8.82 0.50 0.27
H 2.51 -9.91 1.54 0.25
H 4.55 -8.18 4.35 0.39
H 3.90 -9.75 4.08 0.30
H 1.96 -7.43 4.34 0.28
H 2.71 -8.41 5.72 0.31
H 0.60 -11.19 4.62 0.25
H 1.66 -10.62 5.99 0.30
H 2.34 -11.26 4.54 0.28
C 9.45 -16.23 9.37 -0.71
O 10.31 -16.06 10.52 -0.31
C 10.57 -17.25 11.25 -0.45
C 11.76 -17.01 12.27 -0.61
O 12.91 -16.60 11.55 -0.32
C 13.95 -17.50 11.15 -0.68
H 8.48 -16.54 9.77 0.30
H 9.76 -17.13 8.83 0.31
H 9.33 -15.39 8.69 0.25
H 10.78 -18.14 10.65 0.34
H 9.66 -17.44 11.81 0.38
H 11.97 -17.82 12.97 0.38
H 11.49 -16.19 12.93 0.30
H 13.62 -18.45 10.72 0.30
H 14.61 -17.73 11.99 0.27
H 14.52 -17.01 10.36 0.25
C 3.53 -27.29 1.79 -0.25
C 3.84 -26.81 3.06 -0.36
C 4.38 -25.50 3.19 -0.34
C 4.66 -24.77 2.06 -0.32
C 4.32 -25.23 0.82 -0.34
C 3.80 -26.49 0.63 -0.41
H 3.09 -28.28 1.79 0.34
H 3.51 -27.48 3.84 0.33
H 4.62 -25.01 4.12 0.34
H 5.28 -23.89 2.13 0.34
H 4.63 -24.62 -0.02 0.33
H 3.62 -26.94 -0.34 0.35
C 0.12 -20.92 10.24 -0.29
C 0.74 -20.23 9.21 -0.36
C 2.13 -20.32 9.08 -0.37
C 2.87 -20.98 10.10 -0.37
C 2.23 -21.78 11.08 -0.40
C 0.84 -21.71 11.13 -0.24
H -0.94 -20.97 10.40 0.32
H 0.20 -19.61 8.51 0.35
H 2.74 -19.90 8.30 0.35
H 3.94 -21.06 10.05 0.33
H 2.81 -22.35 11.79 0.36
H 0.20 -22.28 11.79 0.32

=====

[4]
116
Properties=species:S:1:pos:R:3:mulliken_charge:R:1 method="wB97M-V/def2-TZVPD" charge=-1 orbital_gap_ev=6.52 energy_ha=-2035.20329
C -1.35 -0.11 1.72 -0.44
C -0.32 -0.71 1.15 0.14
Nb 1.42 -2.14 0.59 -0.71
C -0.02 -3.12 -0.88 -0.31
C 0.20 -2.67 -2.42 -0.22
C -1.04 -1.78 -2.99 -0.21
C -1.27 -0.41 -2.13 -0.16
C 0.74 -3.64 2.22 -0.47
O 0.41 -2.89 3.46 -0.02
C 1.57 -2.88 4.36 -0.39
C 1.25 -1.76 5.49 -0.32
O 2.25 -0.71 5.57 -0.47
C 2.03 0.27 4.52 0.32
C 1.08 1.50 4.97 -0.84
O 2.98 -3.47 0.16 -0.67
C 4.20 -2.80 -0.27 -0.49
C 4.89 -1.86 0.84 0.01
C 6.48 -2.08 1.01 -0.45
C 7.14 -0.91 1.95 -0.91
H -2.21 0.20 2.43 0.31
H 2.37 -1.30 1.92 0.26
H 1.96 -0.92 -0.65 -0.02
H -0.05 -4.28 -0.76 0.37
H -1.09 -2.76 -0.59 -0.05
H 1.22 -2.16 -2.61 0.15
H 0.19 -3.63 -3.07 0.23
H -2.03 -2.37 -3.00 0.32
H -0.83 -1.43 -4.07 -0.13
H -1.71 0.45 -2.78 0.00
H -1.99 -0.66 -1.26 0.07
H -0.22 -0.11 -1.74 0.05
H -0.14 -4.30 1.88 0.08
H 1.68 -4.27 2.46 0.43
H 1.69 -3.94 4.80 0.31
H 2.54 -2.61 3.79 0.06
H 0.23 -1.28 5.26 0.16
H 1.15 -2.32 6.50 0.27
H 1.54 -0.24 3.62 -0.41
H 3.07 0.70 4.24 0.33
H 0.37 1.71 4.07 0.33
H 0.39 1.25 5.87 0.11
H 1.68 2.46 5.14 0.23
H 4.03 -2.24 -1.27 0.17
H 4.96 -3.64 -0.51 0.36
H 4.43 -2.01 1.90 -0.03
H 4.69 -0.77 0.53 0.32
H 6.97 -2.15 -0.03 0.32
H 6.62 -3.08 1.57 0.25
H 7.42 -1.28 3.00 0.25
H 6.36 -0.08 2.08 0.27
H 8.11 -0.48 1.48 0.26
C -2.89 -4.07 3.53 -0.30
C -3.91 -3.95 2.43 -0.35
C -4.92 -2.99 3.03 -0.56
O -4.19 -2.13 3.91 -0.48
C -2.87 -2.67 4.10 0.47
H -1.91 -4.40 3.19 0.05
H -3.24 -4.78 4.29 0.30
H -3.45 -3.50 1.54 0.09
H -4.36 -4.91 2.14 0.37
H -5.67 -3.52 3.63 0.28
H -5.43 -2.39 2.27 0.31
H -2.17 -2.03 3.55 -0.46
H -2.61 -2.64 5.16 0.27
C -5.16 3.26 -3.65 -0.62
C -4.86 4.15 -2.46 -0.54
C -3.68 3.45 -1.83 -0.47
O -2.96 2.81 -2.89 -0.35
C -3.77 2.84 -4.08 -0.12
H -5.71 3.76 -4.45 0.34
H -5.73 2.39 -3.33 0.29
H -4.56 5.15 -2.81 0.24
H -5.70 4.27 -1.78 0.34
H -4.00 2.67 -1.13 0.30
H -3.01 4.14 -1.30 0.26
H -3.32 3.56 -4.76 0.06
H -3.76 1.85 -4.55 0.27
C -1.15 -1.58 -8.69 -0.55
C -0.01 -0.59 -8.64 -0.53
C 0.32 -0.57 -7.16 -0.07
O 0.01 -1.87 -6.65 -0.41
C -0.74 -2.59 -7.64 -0.43
H -1.29 -2.04 -9.68 0.34
H -2.08 -1.09 -8.40 0.26
H 0.85 -0.97 -9.21 0.26
H -0.27 0.39 -9.04 0.31
H -0.30 0.16 -6.63 -0.09
H 1.37 -0.34 -6.97 0.38
H -0.08 -3.36 -8.05 0.25
H -1.60 -3.08 -7.17 0.27
C -0.47 5.72 -6.85 -0.57
C 0.33 4.57 -6.29 -0.69
C -0.70 3.45 -6.30 0.66
O -1.58 3.71 -7.40 -0.40
C -1.34 5.03 -7.88 -0.46
H 0.15 6.51 -7.28 0.35
H -1.09 6.16 -6.07 0.26
H 1.15 4.32 -6.96 0.28
H 0.74 4.76 -5.30 0.39
H -1.29 3.45 -5.38 -0.23
H -0.24 2.46 -6.42 -0.17
H -0.83 4.95 -8.85 0.30
H -2.30 5.55 -8.04 0.27
C 2.05 2.28 10.00 -0.52
C 0.61 2.52 9.60 -0.49
C 0.74 3.68 8.64 -0.42
O 2.03 3.57 8.01 -0.40
C 2.79 2.58 8.72 -0.27
H 2.24 1.28 10.38 0.33
H 2.34 3.00 10.78 0.25
H 0.23 1.64 9.07 0.23
H -0.05 2.73 10.44 0.33
H 0.71 4.64 9.17 0.29
H -0.04 3.69 7.88 0.27
H 2.86 1.69 8.08 0.12
H 3.80 2.96 8.89 0.28